A cluster of 7 separate species, C23H56Cl2IO7P in total, computed with ωB97M-V with the def2-TZVPD basis set.

Each line ends with the Mulliken charge.
Positions of all 90 atoms, in Å:
1 C 0.19283 -2.58446 -1.02509  -1.233
2 C -1.11326 -2.07998 -0.41011  0.693
3 Cl -0.92638 -1.86450 1.37339  -0.109
4 C -1.62219 -0.76936 -1.00506  -0.752
5 Cl -0.37394 0.49822 -0.96231  0.028
6 P -2.02185 -1.03732 -2.80338  0.100
7 C -3.72978 -1.84044 -2.78923  -0.517
8 C -4.38459 -2.00434 -1.45059  0.152
9 O -4.71294 -1.14708 -0.71083  -0.468
10 I -4.72136 -4.07912 -0.86959  -0.053
11 H 1.03963 -2.28475 -0.41009  0.312
12 H 0.31592 -2.20524 -2.03984  0.338
13 H 0.15668 -3.67184 -1.09014  0.339
14 H -1.89939 -2.83189 -0.50393  -0.140
15 H -2.48894 -0.40444 -0.45860  0.407
16 H -2.38732 0.28880 -3.10435  0.020
17 H -3.62805 -2.79897 -3.29158  0.422
18 H -4.39698 -1.20913 -3.38333  0.406
19 C -2.97751 0.26184 5.05284  -1.470
20 C -3.14376 1.06664 3.77447  0.817
21 C -4.21294 0.48463 2.86382  -1.266
22 O -1.89946 1.16828 3.07979  -0.359
23 H -2.67240 -0.76133 4.81318  0.292
24 H -2.20924 0.70446 5.68709  0.360
25 H -3.91134 0.21460 5.61459  0.393
26 H -3.40670 2.09717 4.02959  0.099
27 H -3.93945 -0.53147 2.56448  0.317
28 H -4.31328 1.08570 1.95939  0.244
29 H -5.18081 0.44333 3.36551  0.489
30 H -1.64032 0.27350 2.83014  0.101
31 C -1.91110 5.60353 2.81165  -1.215
32 C -2.63006 4.93222 1.65097  0.440
33 C -4.09947 4.69033 1.96252  -1.144
34 O -1.98381 3.71987 1.29067  -0.361
35 H -1.94694 4.96098 3.69626  0.272
36 H -0.86344 5.77482 2.56321  0.247
37 H -2.37137 6.55980 3.06589  0.414
38 H -2.55087 5.56486 0.76321  0.318
39 H -4.19423 4.02451 2.82571  0.147
40 H -4.59550 4.21676 1.11519  0.272
41 H -4.61696 5.62254 2.19497  0.415
42 H -2.02621 3.10310 2.03665  0.189
43 C 3.69131 4.48669 -0.46769  -1.384
44 C 2.48944 3.63991 -0.85456  0.626
45 C 1.35361 3.76413 0.14471  -1.229
46 O 2.87152 2.26735 -1.00316  -0.450
47 H 4.07833 4.16788 0.50455  0.362
48 H 4.49164 4.38172 -1.20118  0.306
49 H 3.42148 5.54108 -0.39509  0.389
50 H 2.13940 3.93849 -1.84519  0.260
51 H 1.67781 3.41443 1.12984  0.324
52 H 0.50609 3.15655 -0.16346  0.161
53 H 1.01389 4.79515 0.24519  0.355
54 H 3.18362 1.95724 -0.14552  0.284
55 C 0.61574 -6.26105 -5.36105  -1.357
56 C 0.71815 -5.05255 -4.44592  0.426
57 C 1.83769 -5.20441 -3.42686  -1.141
58 O -0.52716 -4.81768 -3.78215  -0.461
59 H 0.40340 -7.16079 -4.77614  0.355
60 H -0.19054 -6.12775 -6.08206  0.319
61 H 1.54722 -6.42300 -5.90492  0.381
62 H 0.88849 -4.15624 -5.04485  0.263
63 H 1.64438 -6.06810 -2.78323  0.335
64 H 1.89623 -4.31843 -2.79502  0.164
65 H 2.80641 -5.35190 -3.90546  0.415
66 H -0.71123 -5.59099 -3.23615  0.325
67 C 5.57274 0.61458 -4.07720  -1.172
68 C 4.49435 1.32629 -4.87963  0.365
69 C 4.69544 2.83412 -4.87704  -0.924
70 O 3.19913 0.99078 -4.39326  -0.510
71 H 5.53856 0.94281 -3.03445  0.243
72 H 5.41411 -0.46364 -4.09804  0.300
73 H 6.56751 0.82950 -4.47102  0.384
74 H 4.50887 0.96114 -5.90926  0.293
75 H 4.64015 3.21451 -3.85266  0.026
76 H 3.91735 3.32354 -5.46283  0.300
77 H 5.66805 3.10630 -5.29025  0.390
78 H 3.14793 1.30612 -3.48112  0.283
79 C 0.19571 -3.35795 6.04536  -1.150
80 C 1.40889 -2.77228 5.34027  0.344
81 C 1.12513 -1.38378 4.79366  -0.795
82 O 1.85775 -3.63881 4.29994  -0.544
83 H -0.63840 -3.44938 5.34290  0.240
84 H 0.42089 -4.35096 6.43385  0.317
85 H -0.12568 -2.72315 6.87249  0.352
86 H 2.24598 -2.72605 6.04004  0.292
87 H 0.31829 -1.44162 4.05803  -0.033
88 H 2.00435 -0.97921 4.29269  0.313
89 H 0.82206 -0.69268 5.58132  0.370
90 H 1.15298 -3.70281 3.64445  0.330

## Properties
Orbital gap ... 9.72 eV
Calculated total energy ... -2996.032360 Eh
E_LUMO ... 0.197 eV
Highest occupied orbital energy ... -9.521 eV
SMILES ... C[C@@H](Cl)[C@@H](Cl)PCC(=O)I.CC(C)O.CC(C)O.CC(C)O.CC(C)O.CC(C)O.CC(C)O